{"formula": "C5H9N3O", "method": "ωB97M-V/def2-TZVPD", "symbols": ["C", "C", "C", "N", "N", "N", "C", "C", "O", "H", "H", "H", "H", "H", "H", "H", "H", "H"], "coordinates": [[-1.1191, -0.5526, 0.4674], [0.8581, -0.4587, -0.5274], [0.9853, -0.0122, 0.7678], [-1.9652, 0.4522, 0.9467], [1.4799, -1.5594, -1.0132], [-0.7368, 1.3063, -1.2400], [-0.4995, -0.1006, -1.0344], [1.6821, 0.7064, 1.6107], [-1.3560, -1.7383, 0.6746], [-1.6185, 1.3994, 0.9075], [-2.5083, 0.1584, 1.7449], [0.9270, -2.2007, -1.5680], [2.1789, -1.9919, -0.4223], [-1.4821, 1.4669, -1.9084], [0.0641, 1.8427, -1.5546], [-0.8440, -0.7741, -1.8253], [2.5272, 1.3159, 1.3114], [1.4268, 0.7404, 2.6627]], "lowdin_charge": [-0.52, -0.31, -0.09, 0.13, 0.16, 0.05, -0.24, 0.01, 0.00, 0.08, 0.10, 0.11, 0.12, 0.08, 0.08, 0.14, 0.05, 0.05], "charge": 0, "molar_mass_g_mol": 127.15, "smiles": "C=C=C(N)[C@H](N)C(N)=O", "orbital_gap_ev": 8.230, "lumo_ev": 0.5}



{"formula": "C5H9N3O", "method": "ωB97M-V/def2-TZVPD", "symbols": ["C", "C", "C", "C", "C", "N", "N", "N", "O", "H", "H", "H", "H", "H", "H", "H", "H", "H"], "coordinates": [[0.5477, -0.5647, 0.4849], [-1.4666, -0.8241, -2.0087], [1.9515, 1.3759, -0.4600], [-2.5705, -0.9850, 0.1643], [0.7315, 0.8597, 0.2590], [1.0854, -1.5781, 0.2777], [1.5195, -2.6586, 0.6400], [-2.2909, -0.5938, -1.1637], [-0.6598, -0.9691, -2.8415], [2.1642, 2.3839, -0.4476], [1.9889, 1.0251, -1.6114], [2.7396, 0.9824, 0.0735], [-3.2802, -0.2533, 0.7101], [-3.1393, -1.8254, 0.0667], [-1.7917, -1.3654, 0.7901], [-0.1537, 1.1674, -0.1713], [0.4969, 1.3388, 1.2500], [1.4904, -3.4873, 0.0143]], "lowdin_charge": [-0.06, -0.34, -0.08, -0.12, -0.24, -0.11, 0.04, 0.07, 0.14, 0.04, 0.14, 0.04, 0.12, 0.04, 0.06, 0.06, 0.14, 0.06], "charge": 0, "molar_mass_g_mol": 127.15, "orbital_gap_ev": 9.154, "lumo_ev": 0.7}



{"formula": "C5H9N3O", "method": "ωB97M-V/def2-TZVPD", "symbols": ["C", "C", "C", "C", "C", "H", "H", "H", "H", "H", "H", "H", "H", "H", "N", "N", "N", "O"], "coordinates": [[-1.7044, -0.3183, 0.7519], [-1.6405, 1.0249, 0.2178], [1.5686, 0.9916, 0.1919], [2.4986, -0.0992, 0.4395], [1.8685, -1.2179, -0.1332], [-1.5135, -1.4783, -0.8740], [-0.7685, -0.5785, 1.2163], [-2.3927, -0.1002, 1.6563], [-2.5933, 1.3282, -0.2846], [-1.6971, 1.9276, 1.1612], [-0.1536, 2.0535, -0.9446], [1.5641, 2.1767, 0.1648], [3.3660, 0.1609, 0.9010], [1.9484, -2.3634, 0.2406], [-0.4632, 1.1180, -0.7505], [0.5982, 0.4254, -0.3121], [0.5660, -0.8878, -0.3909], [-2.2764, -1.2503, -0.2338]], "lowdin_charge": [-0.31, -0.20, -0.09, -0.05, -0.13, 0.10, 0.10, 0.14, 0.12, 0.17, 0.11, 0.18, 0.04, 0.15, 0.04, -0.32, 0.05, -0.10], "charge": 0, "molar_mass_g_mol": 127.15, "smiles": "OCCNn1cccn1", "orbital_gap_ev": 9.699, "lumo_ev": 0.7}



{"formula": "C5H9N3O2", "method": "ωB97M-V/def2-TZVPD", "symbols": ["C", "C", "C", "C", "C", "N", "N", "N", "O", "O", "H", "H", "H", "H", "H", "H", "H", "H", "H"], "coordinates": [[-1.4151, 0.3225, -1.2503], [1.3308, 1.5166, -0.8978], [-1.0462, -1.4128, 1.0384], [0.5699, 0.4161, 0.4450], [-0.4559, -0.0188, -0.1874], [2.6540, 1.2750, -0.8618], [-2.2852, -1.9257, 0.8399], [1.4493, 0.0332, 1.3928], [0.8080, 2.3976, -1.5330], [-0.3012, -1.9386, 1.8658], [3.0135, 0.5318, -0.2853], [3.2831, 1.8278, -1.4283], [-2.5731, -2.7440, 1.3624], [-2.9480, -1.4748, 0.2372], [1.1153, -0.8199, 1.8685], [1.7820, 0.7766, 1.9916], [-1.0041, 1.0918, -1.9028], [-1.6284, -0.5536, -1.8652], [-2.3488, 0.6991, -0.8296]], "lowdin_charge": [-0.08, -0.42, -0.36, -0.22, -0.10, 0.14, 0.14, 0.09, 0.04, -0.02, 0.08, 0.11, 0.11, 0.08, 0.07, 0.11, 0.07, 0.08, 0.08], "charge": 0, "molar_mass_g_mol": 143.15, "orbital_gap_ev": 8.963, "lumo_ev": 0.9}



{"formula": "C5H9N3O2", "method": "ωB97M-V/def2-TZVPD", "symbols": ["C", "C", "C", "C", "C", "N", "N", "N", "O", "O", "H", "H", "H", "H", "H", "H", "H", "H", "H"], "coordinates": [[0.9624, -0.7387, 0.6665], [0.2199, 1.4835, -0.0082], [-0.2082, -1.5051, -0.1041], [-0.8126, 0.5958, -1.0322], [0.5815, 0.5603, 1.0123], [-1.2565, -0.5971, -0.4441], [-2.4758, -0.9171, 0.0202], [-3.4880, -0.0100, 0.1089], [-4.5545, -0.5567, 0.2562], [-3.2528, 1.1883, 0.1733], [1.3500, -1.3181, 1.4870], [1.7666, -0.7341, -0.0024], [1.1145, 1.7529, -0.8076], [-0.2431, 2.3806, 0.2285], [0.1715, -2.0075, -1.0947], [-0.4449, -2.3450, 0.5789], [-1.6382, 1.4636, -1.0878], [-0.2122, 0.2644, -1.8966], [0.1991, 0.8088, 1.9089]], "lowdin_charge": [-0.18, -0.13, -0.11, -0.11, -0.13, -0.18, 0.16, -0.46, 0.06, 0.01, 0.11, 0.09, 0.16, 0.07, 0.16, 0.13, 0.15, 0.12, 0.08], "charge": 0, "molar_mass_g_mol": 143.15, "orbital_gap_ev": [8.031, 6.884], "lumo_ev": [-0.4, -1.1]}



{"formula": "C5H9N3O2", "method": "ωB97M-V/def2-TZVPD", "symbols": ["C", "C", "C", "N", "C", "N", "O", "C", "N", "H", "H", "H", "H", "H", "H", "H", "O", "H", "H"], "coordinates": [[-0.8588, 1.2446, 1.2738], [-0.3802, 0.1472, 0.3421], [-1.3523, -0.1778, -0.8293], [-0.5215, -0.1259, -2.0215], [0.6255, 0.3041, -1.6558], [1.7061, 0.5537, -2.4259], [0.8170, 0.5583, -0.3373], [-0.0556, -1.1440, 1.0799], [1.1253, -1.3598, 1.6440], [-1.0929, 2.1402, 0.6847], [-1.7617, 0.9101, 1.7993], [-0.0926, 1.4915, 2.0205], [-1.8259, -1.1595, -0.6915], [-2.1565, 0.5733, -0.8783], [1.6948, 0.2133, -3.3761], [2.6063, 0.6404, -1.9755], [-0.9333, -1.7683, 1.7446], [1.9003, -0.9420, 1.1412], [0.5558, -2.0995, 2.4612]], "lowdin_charge": [0.01, -0.41, -0.13, 0.11, -0.51, 0.17, 0.03, -0.49, 0.13, 0.10, 0.10, 0.10, 0.12, 0.12, 0.11, 0.11, -0.03, 0.09, 0.26], "charge": 0, "molar_mass_g_mol": 143.15, "smiles": "C[C@@]1(C(N)=O)CN=C(N)O1", "orbital_gap_ev": 9.711, "lumo_ev": 0.6}



{"formula": "C5H9N3O2", "method": "ωB97M-V/def2-TZVPD", "symbols": ["C", "C", "C", "C", "C", "N", "N", "N", "O", "O", "H", "H", "H", "H", "H", "H", "H", "H", "H"], "coordinates": [[-0.6784, -1.7312, -0.6512], [1.3740, -1.2549, 0.3265], [-1.3712, -0.4146, -0.7107], [-1.0299, 0.6779, -1.6155], [0.8898, 0.6141, 1.6904], [0.4437, -2.1335, -0.1859], [0.8415, 0.0991, 0.5662], [-2.0977, -0.2746, 0.3295], [-2.3865, -1.0564, 1.1948], [-2.6992, 1.0002, 0.5112], [-1.2222, -2.5093, -1.1262], [1.7475, -1.5797, 1.3704], [2.0236, -1.0246, -0.5285], [-0.5601, 1.4033, -0.9051], [-1.8668, 1.2423, -2.0485], [-0.3071, 0.4465, -2.2806], [1.4441, 0.1581, 2.5357], [0.3202, 1.4222, 1.7637], [-3.1575, 1.0993, 1.3599]], "lowdin_charge": [-0.07, -0.27, -0.26, -0.02, -0.02, 0.07, -0.03, -0.31, 0.01, 0.05, 0.11, 0.14, 0.13, 0.09, 0.10, 0.05, 0.09, 0.03, 0.12], "charge": 0, "molar_mass_g_mol": 143.15, "smiles": "C=NC/N=C\\C(C)=[N+](/[O-])O", "orbital_gap_ev": 9.286, "lumo_ev": 0.7}



{"formula": "C5H9N3O2", "method": "ωB97M-V/def2-TZVPD", "symbols": ["C", "C", "C", "C", "C", "N", "N", "N", "O", "O", "H", "H", "H", "H", "H", "H", "H", "H", "H"], "coordinates": [[-0.9429, -4.1074, -1.1918], [-2.6310, -1.9418, 0.2282], [0.5022, -0.6825, 0.5740], [1.8137, -1.1159, -0.0861], [-0.1842, 1.5730, 0.4826], [-1.5604, -1.7345, 0.6632], [-0.3868, -1.7425, 1.0091], [-0.1945, 0.2792, -0.1249], [-0.9777, -3.4668, -2.1527], [-0.9126, -4.7460, -0.2261], [-3.6089, -1.7293, 0.4803], [0.8650, -0.3118, 1.5826], [1.7402, -1.7664, -1.0326], [2.5145, -1.6969, 0.4674], [2.1511, -0.1661, -0.5452], [-0.9483, 2.0338, -0.1033], [-0.3295, 1.6374, 1.6373], [0.8258, 2.0401, 0.2728], [0.2223, 0.4795, -1.1239]], "lowdin_charge": [-0.47, 0.06, -0.49, -0.04, -0.14, -0.08, 0.09, -0.13, 0.18, 0.19, 0.00, 0.15, 0.10, 0.06, 0.08, 0.06, 0.12, 0.09, 0.17], "multiplicity": 3, "charge": 0, "molar_mass_g_mol": 143.15, "orbital_gap_ev": [5.890, 8.054], "lumo_ev": [0.9, -1.2]}



{"formula": "C5H9N3O2S", "method": "ωB97M-V/def2-TZVPD", "symbols": ["C", "C", "C", "C", "C", "H", "H", "H", "H", "H", "H", "H", "H", "H", "N", "N", "N", "O", "O", "S"], "coordinates": [[1.1531, -0.6805, 3.5856], [0.4036, -0.2896, -0.2146], [-0.5429, -0.2725, -2.4279], [-1.2914, 1.1780, -2.3658], [-0.5451, -0.7554, 1.6899], [1.6333, 0.2097, 3.9707], [1.6993, -1.6224, 3.7487], [0.2791, -0.7146, 4.2422], [1.4549, -0.0481, -1.7325], [-1.3145, -1.0236, -2.1623], [-0.0305, -0.4236, -3.4335], [-2.3645, 1.1564, -2.7673], [-1.4425, 1.3973, -1.1727], [0.2632, 2.3117, -2.2574], [0.7490, -0.6269, 2.1268], [0.5385, -0.0231, -1.4617], [-0.6799, -0.2856, 0.4804], [-0.3390, 2.1108, -3.0487], [-1.4865, -1.0118, 2.3971], [1.8627, -0.5862, 0.8031]], "lowdin_charge": [-0.05, -0.63, -0.11, -0.20, -0.70, 0.07, 0.08, 0.08, 0.10, 0.12, 0.14, 0.12, 0.14, 0.10, -0.36, -0.01, 0.15, -0.13, 0.07, 1.02], "charge": 0, "molar_mass_g_mol": 175.21, "smiles": "Cn1sc(NCCO)nc1=O", "orbital_gap_ev": 8.839, "lumo_ev": 0.1}



{"formula": "C5H9N3O3", "method": "ωB97M-V/def2-TZVPD", "symbols": ["C", "C", "C", "C", "C", "N", "N", "N", "O", "O", "O", "H", "H", "H", "H", "H", "H", "H", "H", "H"], "coordinates": [[2.8680, -0.6286, 3.9180], [3.2598, 0.0895, 2.7901], [-1.2642, -0.0607, -2.6295], [-2.0170, 0.3537, -1.2840], [-0.8897, 0.1511, -0.2459], [1.6294, -1.0952, 3.7381], [1.3106, -0.7136, 2.4806], [2.2461, 0.0086, 1.9049], [-3.1882, -0.2018, -0.8339], [0.2311, 0.8093, -0.4559], [-1.0280, -0.5599, 0.7459], [3.3060, -0.8810, 4.9172], [4.1824, 0.5505, 2.7749], [-0.9250, -1.0279, -2.5578], [-2.0412, -0.0073, -3.3201], [-0.4938, 0.6855, -2.9483], [-1.9822, 1.3997, -1.3695], [0.5262, -0.8615, 1.8615], [0.9077, 0.8266, 0.2138], [-2.8162, -0.5956, -0.0510]], "lowdin_charge": [-0.16, -0.13, 0.01, -0.33, -0.45, 0.05, -0.06, 0.03, 0.05, 0.14, 0.07, 0.12, 0.07, 0.05, 0.06, 0.11, 0.13, 0.10, 0.08, 0.07], "charge": 0, "molar_mass_g_mol": 159.15, "smiles": "C[C@@H](O)C(=O)O.c1cn[nH]n1", "orbital_gap_ev": 11.056, "lumo_ev": 0.7}



- Which formula does entry 4 have?
  C5H9N3O2



- Number 7 is which compound?
  C5H9N3O2